No. 1
Density functional theory data (ωB97M-V/def2-TZVPD) for a molecular structure, C11H14ClI2NOPYb in a non-equilibrium geometry.

Results
Multiplicity: 2
HOMO level (spin up / spin down) (eV): -14.2 / -14.2
Charge: +2
E_LUMO (spin up / spin down) (eV): -8.3 / -9.7

Each line ends with the Löwdin spin population.
Positions of all 32 atoms, in Å:
I  1.853203  -0.981313  -3.183921  0.000
I  3.282831  -1.955264  -0.670689  0.000
Yb  -0.900813  0.382149  0.760372  0.999
P  -1.027519  -2.285377  -0.278383  0.000
C  -0.234636  -3.631567  -1.211127  0.000
C  -1.409715  -3.195284  1.268961  0.001
H  -3.348430  -1.619011  -0.548413  0.000
H  -3.093426  -3.355774  -0.953956  0.000
H  -2.593364  -2.074235  -2.108287  0.000
C  -2.688407  -2.339603  -1.048482  0.000
H  -1.977978  -2.548105  1.951840  0.000
H  -1.997239  -4.089146  1.017124  0.000
H  -0.889911  -4.514868  -1.170987  0.000
H  0.747552  -3.854428  -0.773368  0.000
H  -0.467613  -3.493456  1.748029  0.000
H  -0.074819  -3.311481  -2.249201  0.000
C  2.650434  0.004440  -1.391973  0.000
O  2.707604  1.114131  -0.969219  0.000
Cl  -3.081077  0.212358  1.775173  0.001
N  0.042241  2.450288  0.849141  -0.002
C  0.613673  3.476204  0.906181  0.000
C  1.300801  4.712771  0.984221  0.000
C  2.613905  4.821655  0.479957  0.000
C  3.287597  6.038626  0.542651  0.000
C  2.662340  7.159106  1.087396  0.000
C  1.371143  7.062532  1.606333  0.000
C  0.685657  5.846501  1.551970  0.000
H  3.114820  3.951628  0.048884  0.000
H  4.298366  6.116525  0.150843  0.000
H  3.180886  8.118078  1.134621  0.000
H  0.880673  7.930225  2.041900  0.000
H  -0.328357  5.770272  1.963782  0.000

Cartesian forces (eV/Å) of the 2 atoms listed first:
-1.025 2.118 -1.427
1.176 0.492 2.435

---

No. 2
Density functional theory data (ωB97M-V/def2-TZVPD) for 11 unconnected molecules or ions with the total composition C41H105N5O34P6 in a non-equilibrium geometry.

Results
HOMO level (eV): -9.8
Charge: 0
E_LUMO (eV): -0.3

Each line ends with the Löwdin charge.
Positions of all 191 atoms, in Å:
C  -3.504677  0.535676  -0.012804  -0.052
C  -2.096792  0.098820  -0.313322  -0.273
O  -2.039619  -1.045945  -1.187964  -0.171
P  -0.526879  -1.445427  -1.518944  0.418
O  0.338517  -1.461917  -0.337668  -0.209
O  -0.165379  -0.430980  -2.708931  -0.166
C  0.746281  0.667948  -2.496479  -0.231
C  0.903704  1.337301  -3.853131  -0.055
O  -0.719743  -2.908364  -2.151513  -0.214
C  -1.913713  -3.188201  -2.930292  -0.223
C  -1.690072  -4.609082  -3.459506  -0.052
H  -4.103539  0.831513  -0.872239  0.085
H  -4.081184  -0.312261  0.376913  0.066
H  -3.532832  1.259072  0.800325  0.069
H  -1.620058  0.929632  -0.852309  0.089
H  -1.441244  0.048524  0.558041  0.102
H  0.174628  1.397053  -1.918760  0.094
H  1.704033  0.416780  -2.050812  0.089
H  -0.056902  1.432197  -4.365658  0.054
H  1.239504  2.365894  -3.713799  0.075
H  1.500919  0.757659  -4.560575  0.071
H  -2.772258  -3.117027  -2.260643  0.111
H  -2.102391  -2.402649  -3.662113  0.122
H  -1.114184  -5.186045  -2.740372  0.078
H  -2.548524  -5.175999  -3.817584  0.051
H  -1.138843  -4.506888  -4.398667  0.056
C  3.590777  -3.815189  4.187002  -0.067
C  4.115230  -2.510688  3.608253  -0.271
O  3.042414  -1.556673  3.620533  -0.192
P  3.192361  -0.106561  2.933642  0.480
O  1.924749  0.654720  3.076919  -0.236
O  4.510502  0.477689  3.674895  -0.191
C  5.150469  1.651099  3.073844  -0.248
C  4.395445  2.930140  3.346942  -0.070
O  3.660920  -0.488516  1.421651  -0.174
C  2.982419  0.111104  0.319743  -0.278
C  3.349256  1.554788  0.104775  -0.077
H  4.470580  -4.463684  4.138138  0.079
H  3.159036  -3.650781  5.174907  0.080
H  2.803866  -4.358019  3.661527  0.075
H  4.973487  -2.068367  4.115022  0.115
H  4.442536  -2.738369  2.587673  0.113
H  6.035871  1.554434  3.715080  0.121
H  5.529490  1.485236  2.066156  0.103
H  4.526087  3.244890  4.381281  0.082
H  4.874257  3.736950  2.784653  0.083
H  3.348123  2.839570  3.067045  0.057
H  3.280358  -0.411515  -0.594374  0.107
H  1.920825  -0.074887  0.481815  0.086
H  4.426504  1.727944  0.168729  0.084
H  3.006276  1.918082  -0.864395  0.051
H  2.977518  2.223866  0.887821  0.063
C  -7.006568  1.875181  9.313802  -0.068
C  -7.331556  0.500344  8.731476  -0.300
O  -6.818266  0.313580  7.449408  -0.150
P  -5.322082  -0.092380  7.099464  0.405
O  -4.327082  0.986914  7.158590  -0.224
O  -5.045814  -1.257869  8.148486  -0.149
C  -3.803705  -1.904714  8.188367  -0.305
C  -3.036890  -1.757628  9.505829  -0.051
O  -5.447427  -0.833585  5.696846  -0.158
C  -5.347393  0.012203  4.534597  -0.265
C  -5.133594  -0.819183  3.263886  -0.047
H  -7.439832  2.124969  10.281195  0.075
H  -5.935566  2.075777  9.349235  0.072
H  -7.438387  2.600858  8.617845  0.078
H  -7.099138  -0.305810  9.438773  0.114
H  -8.419294  0.370269  8.755672  0.118
H  -3.915978  -2.991508  8.053078  0.077
H  -3.133144  -1.817996  7.325236  0.119
H  -2.234923  -2.459430  9.715356  0.075
H  -2.609165  -0.752421  9.470394  0.077
H  -3.775980  -1.816229  10.306238  0.078
H  -6.200354  0.691961  4.459318  0.120
H  -4.549134  0.742446  4.689816  0.100
H  -4.430716  -1.607035  3.518587  0.076
H  -6.116851  -1.156999  2.926934  0.078
H  -4.875300  -0.232496  2.384076  0.047
C  1.088994  8.193408  2.114729  -0.073
C  -0.153996  7.743131  1.417068  -0.280
O  0.157748  6.815507  0.363073  -0.187
P  -0.877090  5.604149  0.164775  0.396
O  -2.282335  5.956871  0.104401  -0.213
O  -0.364696  4.979809  -1.221223  -0.159
C  0.918753  4.387747  -1.356038  -0.265
C  2.121306  4.960066  -0.593329  -0.077
O  -0.463053  4.588155  1.329451  -0.180
C  -0.662125  3.175238  1.313354  -0.242
C  -1.594309  2.733313  2.459726  -0.046
H  0.924015  8.713630  3.058157  0.080
H  1.858251  7.427661  2.190144  0.078
H  1.542213  9.000776  1.524969  0.077
H  -0.862212  7.307619  2.131175  0.113
H  -0.747034  8.577336  1.035349  0.123
H  0.911996  3.315885  -1.128144  0.084
H  1.266474  4.421048  -2.389177  0.108
H  2.060388  5.192890  0.465613  0.065
H  3.004973  4.346320  -0.773231  0.054
H  2.358150  5.876544  -1.143123  0.082
H  -1.087113  2.855021  0.357853  0.103
H  0.334736  2.769145  1.491501  0.116
H  -2.507105  3.324834  2.513115  0.085
H  -1.781248  1.664018  2.426288  0.042
H  -1.007730  2.995982  3.343101  0.086
C  8.420549  3.700769  -5.160608  -0.060
C  7.421361  4.799550  -4.800972  -0.236
O  6.448986  4.378731  -3.824978  -0.164
P  5.197333  3.478541  -4.072570  0.384
O  4.282689  3.461531  -2.926417  -0.215
O  5.793140  2.079219  -4.534205  -0.179
C  4.883402  0.942683  -4.627275  -0.218
C  4.625674  0.298101  -3.280342  -0.073
O  4.598867  4.064933  -5.447958  -0.175
C  4.044775  5.350224  -5.504920  -0.296
C  3.915218  5.868019  -6.950586  -0.070
H  8.960753  4.042695  -6.044943  0.082
H  9.059702  3.508122  -4.304565  0.083
H  7.845260  2.852264  -5.527527  0.066
H  7.959677  5.654639  -4.400960  0.121
H  6.877670  5.073077  -5.705846  0.106
H  3.908963  1.288744  -4.980048  0.100
H  5.313183  0.270679  -5.362316  0.126
H  5.561093  -0.068032  -2.847862  0.090
H  4.359587  0.980259  -2.469991  0.043
H  3.806643  -0.412054  -3.390245  0.068
H  3.038322  5.446393  -5.092825  0.117
H  4.663684  6.097544  -4.997690  0.117
H  3.208295  5.220789  -7.479263  0.073
H  3.493813  6.871435  -6.963493  0.077
H  4.810106  5.827041  -7.572027  0.073
C  -4.109799  -5.504613  6.994439  -0.059
C  -2.698125  -5.154990  6.503845  -0.248
O  -2.701786  -5.098357  5.078204  -0.170
P  -1.545986  -4.479445  4.181968  0.420
O  -0.246448  -5.183699  4.236878  -0.247
O  -2.249405  -4.520199  2.736869  -0.168
C  -1.591300  -3.943139  1.625344  -0.277
C  -1.377995  -5.054219  0.583489  -0.055
O  -1.393595  -2.966494  4.682843  -0.195
C  -0.451265  -2.003434  4.159896  -0.240
C  -1.231898  -0.768142  3.733566  -0.052
H  -4.589120  -4.527144  7.120126  0.051
H  -4.771412  -6.150923  6.431918  0.081
H  -3.993774  -5.792254  8.043004  0.081
H  -2.393891  -4.196208  6.920617  0.100
H  -2.024455  -5.956613  6.810898  0.121
H  -2.345768  -3.337676  1.109606  0.116
H  -0.694194  -3.341074  1.752971  0.103
H  -0.800803  -4.653324  -0.251331  0.055
H  -0.794556  -5.876844  0.999696  0.081
H  -2.352129  -5.400639  0.242807  0.081
H  0.288556  -1.783396  4.930517  0.122
H  0.153591  -2.489921  3.393866  0.096
H  -1.771748  -0.961130  2.806734  0.065
H  -1.879358  -0.501715  4.571693  0.082
H  -0.610572  0.119816  3.615274  0.053
C  2.255530  -3.657870  -3.066733  0.053
N  2.497513  -3.412252  -4.496337  -0.439
O  1.506663  -3.361791  -5.203625  0.041
O  3.599324  -3.156561  -4.915187  0.076
H  1.430532  -4.356741  -2.980328  0.087
H  2.020111  -2.686741  -2.638454  0.088
H  3.094786  -4.107562  -2.542830  0.106
C  -3.058815  4.172641  -4.878183  0.072
N  -2.612358  2.850021  -4.299054  -0.442
O  -2.170596  2.894754  -3.164401  0.056
O  -2.782771  1.828851  -4.928947  0.055
H  -2.113436  4.710913  -4.859785  0.101
H  -3.900676  4.541211  -4.308969  0.104
H  -3.285174  3.948918  -5.917254  0.092
C  0.406888  -6.377062  -6.019750  0.018
N  0.965788  -7.725421  -6.176166  -0.440
O  0.256803  -8.706961  -6.219537  0.066
O  2.175546  -7.821576  -6.225573  0.061
H  1.070065  -5.638025  -6.470703  0.088
H  0.142888  -6.002970  -5.038140  0.071
H  -0.441822  -6.232637  -6.689725  0.100
C  -4.536090  -8.774864  -5.282356  0.049
N  -3.857661  -7.490615  -4.980278  -0.429
O  -4.542476  -6.514127  -4.723448  0.062
O  -2.672303  -7.457592  -5.294797  0.048
H  -5.361844  -8.817233  -4.569604  0.099
H  -3.820059  -9.573186  -5.140347  0.099
H  -4.951391  -8.697336  -6.281843  0.106
C  -0.358788  1.121687  -7.607905  0.039
N  -0.196343  1.445445  -9.060380  -0.453
O  0.745691  0.959628  -9.636356  0.076
O  -1.047222  2.187034  -9.515470  0.061
H  -0.162537  0.045401  -7.657506  0.100
H  -1.408714  1.140739  -7.332551  0.084
H  0.299514  1.601891  -6.895334  0.086

Cartesian forces (eV/Å) of the 2 atoms listed first:
-0.854 -1.415 0.533
0.374 1.932 -0.770